(1)
Entry from OMol25: C37H33F6N7O2S3SbSr as an isolated structure (ωB97M-V/def2-TZVPD).

Summary:
Kohn-Sham gap (alpha / beta): 6.9430 / 6.9109 eV
charge: 0
E_LUMO (alpha / beta): -0.404 / -1.189 eV
expectation value of S²: 0.7629
spin multiplicity: 2

Last column: Löwdin spin population.
Atoms and positions in Å:
1 Sr 0.292 -1.189 2.614  0.006
2 N -0.038 4.207 1.819  0.002
3 C 0.083 2.858 1.945  0.003
4 S -1.597 2.266 2.342  0.022
5 N 1.268 2.394 1.939  0.002
6 N 1.615 1.066 2.012  0.001
7 C 2.895 0.928 2.017  0.002
8 C 3.855 2.071 2.018  0.000
9 C 4.013 2.879 0.897  0.000
10 C 4.954 3.896 0.903  0.000
11 C 5.731 4.120 2.033  0.000
12 C 5.572 3.317 3.152  0.000
13 C 4.643 2.286 3.141  0.000
14 C 3.530 -0.422 2.033  0.000
15 C 4.808 -0.578 1.514  0.000
16 C 5.364 -1.845 1.461  0.000
17 C 4.646 -2.917 1.957  0.000
18 C 3.390 -2.672 2.485  0.000
19 N 2.840 -1.460 2.518  0.000
20 H -0.939 4.645 1.782  0.000
21 H 0.799 4.763 1.856  0.000
22 H 3.386 2.710 0.030  0.000
23 H 5.078 4.520 0.027  0.000
24 H 6.462 4.918 2.040  0.000
25 H 6.174 3.488 4.035  0.000
26 H 4.525 1.647 4.008  0.000
27 H 5.346 0.278 1.133  0.000
28 H 6.346 -1.989 1.030  0.000
29 H 5.034 -3.925 1.931  0.000
30 H 2.790 -3.486 2.873  0.000
31 O 1.404 -4.236 0.365  0.000
32 C 1.278 -3.041 0.104  0.000
33 O 0.375 -2.251 0.532  0.001
34 C 2.323 -2.413 -0.823  0.000
35 C 3.125 -3.238 -1.605  0.000
36 C 4.045 -2.658 -2.459  0.000
37 C 4.145 -1.275 -2.493  0.000
38 C 3.317 -0.539 -1.659  0.001
39 N 2.424 -1.085 -0.840  0.005
40 H 3.001 -4.309 -1.525  0.000
41 H 4.673 -3.272 -3.093  0.000
42 H 4.844 -0.775 -3.151  0.000
43 H 3.368 0.547 -1.651  0.000
44 S -0.079 1.279 -0.845  0.205
45 C -1.624 0.745 -1.193  0.060
46 N -2.076 0.554 -2.461  0.015
47 C -3.458 0.187 -2.715  0.007
48 C -3.966 -0.731 -1.624  0.016
49 N -3.756 -0.099 -0.331  0.245
50 C -4.926 0.091 0.521  0.019
51 C -5.873 1.107 -0.074  0.010
52 C -5.453 2.424 -0.241  0.004
53 C -6.304 3.364 -0.798  0.000
54 C -7.584 2.996 -1.196  0.003
55 C -8.007 1.686 -1.033  0.000
56 C -7.151 0.744 -0.476  0.004
57 C -2.537 0.482 -0.118  0.293
58 S -2.021 0.439 1.559  0.053
59 C -1.166 0.454 -3.596  0.004
60 C -0.918 -0.997 -3.947  0.002
61 C -1.208 -1.485 -5.215  0.000
62 C -1.012 -2.827 -5.517  0.000
63 C -0.535 -3.692 -4.545  0.000
64 C -0.248 -3.212 -3.272  0.000
65 C -0.434 -1.872 -2.973  0.000
66 H -3.507 -0.329 -3.674  0.000
67 H -4.092 1.079 -2.768  0.000
68 H -3.431 -1.685 -1.655  0.006
69 H -5.032 -0.913 -1.753  0.000
70 H -4.590 0.412 1.503  0.000
71 H -5.429 -0.870 0.642  0.003
72 H -4.453 2.710 0.069  0.002
73 H -5.973 4.387 -0.920  0.000
74 H -8.250 3.731 -1.629  0.000
75 H -9.004 1.395 -1.340  0.000
76 H -7.483 -0.279 -0.345  0.000
77 H -0.242 0.960 -3.326  0.000
78 H -1.609 0.978 -4.447  0.001
79 H -1.586 -0.809 -5.975  0.000
80 H -1.239 -3.196 -6.509  0.000
81 H -0.389 -4.740 -4.776  0.000
82 H 0.119 -3.884 -2.505  0.000
83 H -0.208 -1.504 -1.977  0.001
84 F -0.002 0.114 4.760  0.000
85 Sb -0.668 -1.332 5.856  0.000
86 F -1.834 -1.601 4.350  0.000
87 F 0.512 -2.405 4.770  0.000
88 F -1.294 -2.855 6.730  0.000
89 F 0.724 -1.027 7.062  0.000
90 F -1.891 -0.206 6.700  0.000

(2)
Entry from OMol25: C37H33N4OS7Ti as an isolated structure in a non-equilibrium geometry (ωB97M-V/def2-TZVPD).

Summary:
Kohn-Sham gap (alpha / beta): 4.9142 / 4.5870 eV
charge: 0
E_LUMO (alpha / beta): -0.633 / -0.884 eV
expectation value of S²: 0.7647
spin multiplicity: 2

Last column: Löwdin spin population.
Atoms and positions in Å:
1 Ti 0.088 -0.346 -0.468  0.856
2 C -3.573 0.892 0.972  0.000
3 C -2.471 1.798 1.458  0.000
4 C -2.786 2.961 2.161  0.003
5 C -1.774 3.725 2.693  0.000
6 C -0.464 3.298 2.551  0.003
7 C -0.220 2.159 1.816  0.001
8 N -1.193 1.442 1.243  0.001
9 C 1.173 1.642 1.621  0.017
10 C 2.206 1.929 2.473  -0.009
11 C 3.470 1.392 2.198  0.020
12 C 3.664 0.645 1.072  -0.007
13 C 2.584 0.401 0.215  0.020
14 N 1.347 0.866 0.541  -0.013
15 C 2.698 -0.182 -1.132  -0.009
16 C 3.873 -0.616 -1.688  0.009
17 C 3.896 -1.000 -3.018  -0.002
18 C 2.765 -0.862 -3.784  0.004
19 C 1.591 -0.421 -3.194  0.012
20 C 0.392 -0.158 -4.038  0.002
21 N 1.547 -0.113 -1.883  -0.008
22 H -4.069 1.306 0.094  0.000
23 H -4.332 0.779 1.752  0.000
24 H -3.173 -0.081 0.711  0.000
25 H -3.825 3.249 2.287  0.000
26 H -2.000 4.635 3.236  0.000
27 H 0.355 3.861 2.981  0.000
28 H 2.040 2.544 3.349  -0.001
29 H 4.302 1.587 2.868  0.001
30 H 4.643 0.250 0.836  -0.001
31 H 4.766 -0.693 -1.080  0.001
32 H 4.809 -1.387 -3.457  0.000
33 H 2.763 -1.130 -4.831  0.000
34 H 0.584 -0.473 -5.061  0.000
35 H 0.167 0.912 -4.029  0.000
36 H -0.471 -0.705 -3.667  0.001
37 S -3.090 2.282 -2.510  0.003
38 C -1.885 3.426 -2.009  0.000
39 C -1.952 4.817 -2.036  0.000
40 C -0.842 5.530 -1.616  0.000
41 C 0.313 4.857 -1.204  0.000
42 C 0.363 3.475 -1.161  0.000
43 C -0.766 2.744 -1.536  0.001
44 N -0.910 1.345 -1.522  0.004
45 C -2.061 0.979 -2.018  0.006
46 C -2.465 -0.424 -2.033  0.007
47 C -3.579 -0.880 -2.736  -0.001
48 C -3.922 -2.217 -2.636  0.007
49 C -3.148 -3.067 -1.840  -0.002
50 C -2.037 -2.587 -1.162  0.006
51 C -1.657 -1.244 -1.234  -0.004
52 H -2.850 5.322 -2.376  0.000
53 H -0.867 6.615 -1.614  0.000
54 H 1.193 5.429 -0.924  0.000
55 H 1.260 2.959 -0.854  0.000
56 H -4.155 -0.206 -3.369  0.000
57 H -4.784 -2.604 -3.170  0.000
58 H -3.413 -4.118 -1.770  0.000
59 H -1.441 -3.272 -0.576  0.001
60 S 5.737 -6.077 -1.594  0.003
61 C 4.392 -5.118 -1.594  0.000
62 S 3.855 -4.226 -0.232  -0.001
63 C 2.448 -3.441 -0.941  0.010
64 C 2.197 -3.744 -2.263  0.004
65 S 0.957 -3.212 -3.303  0.032
66 S 3.375 -4.859 -2.952  -0.002
67 S 1.604 -2.432 0.194  0.002
68 C -2.793 -2.403 2.774  0.000
69 C -1.437 -2.429 3.472  0.002
70 S -0.452 -1.038 2.913  0.005
71 O -0.459 -1.215 1.405  0.017
72 C 1.146 -1.608 3.492  0.000
73 C 1.322 -1.280 4.970  0.000
74 H -3.378 -3.276 3.067  0.000
75 H -2.661 -2.423 1.691  0.000
76 H -3.358 -1.505 3.040  0.000
77 H -0.871 -3.332 3.237  0.000
78 H -1.532 -2.311 4.557  0.000
79 H 1.869 -1.082 2.867  0.000
80 H 1.225 -2.670 3.265  0.000
81 H 1.189 -0.209 5.156  0.000
82 H 2.330 -1.553 5.287  0.000
83 H 0.615 -1.827 5.600  0.000

(3)
Entry from OMol25: C37H33N5O2RuSTe as an isolated structure in a non-equilibrium geometry (ωB97M-V/def2-TZVPD).

Summary:
Kohn-Sham gap (alpha / beta): 5.4411 / 5.4601 eV
charge: +1
E_LUMO (alpha / beta): -4.706 / -4.689 eV
expectation value of S²: 1.1731
spin multiplicity: 2

Last column: Löwdin spin population.
Atoms and positions in Å:
1 Ru 0.218 -0.408 -0.220  0.733
2 C -0.317 -2.014 3.718  -0.003
3 C -0.405 -1.599 2.292  -0.021
4 N 0.495 -0.862 1.713  0.006
5 N 1.533 -0.413 2.459  0.003
6 C 2.462 0.188 1.775  0.008
7 N 3.501 0.737 2.417  0.003
8 S 2.450 0.315 0.016  0.035
9 C -1.510 -1.963 1.413  -0.001
10 C -2.722 -2.401 1.817  -0.016
11 C -3.815 -2.415 0.824  0.001
12 C -3.289 -2.747 -0.520  -0.011
13 C -2.055 -2.324 -0.846  0.004
14 N -1.227 -1.752 0.075  -0.003
15 H 0.727 -2.082 4.010  0.000
16 H -0.812 -2.971 3.871  0.000
17 H -0.792 -1.266 4.358  -0.001
18 H 3.596 0.604 3.410  0.000
19 H 4.270 1.109 1.889  0.002
20 H -2.933 -2.591 2.860  -0.001
21 H -4.631 -3.071 1.116  -0.001
22 H -3.933 -3.216 -1.249  0.000
23 H -1.644 -2.440 -1.842  0.000
24 C -2.480 3.876 -5.398  0.002
25 C -1.796 2.858 -4.527  0.014
26 C -0.722 2.108 -4.989  -0.003
27 C -0.093 1.136 -4.218  0.013
28 C 1.113 0.383 -4.715  0.001
29 O 1.971 -0.016 -3.954  0.005
30 C 1.275 0.178 -6.185  0.000
31 C 2.577 0.056 -6.671  0.000
32 C 2.806 -0.166 -8.017  0.000
33 C 1.735 -0.280 -8.893  0.000
34 C 0.437 -0.189 -8.413  0.000
35 C 0.204 0.036 -7.066  0.000
36 C -0.543 0.916 -2.878  -0.001
37 O -0.037 -0.014 -2.117  0.139
38 C -1.615 1.736 -2.395  0.013
39 C -2.225 2.658 -3.221  -0.003
40 C -1.957 1.408 -0.987  -0.004
41 N -1.095 1.571 -0.031  0.012
42 C -0.123 2.660 -0.140  0.005
43 C -0.543 3.823 0.774  0.002
44 Te -2.175 5.030 0.042  0.002
45 C -3.773 3.988 0.979  0.000
46 C -3.670 3.513 2.280  0.000
47 C -4.742 2.851 2.864  0.000
48 C -5.927 2.681 2.160  0.000
49 C -6.041 3.181 0.871  0.000
50 C -4.966 3.830 0.281  0.000
51 C -3.164 0.586 -0.734  0.002
52 C -4.066 0.295 -1.769  0.016
53 C -5.278 -0.363 -1.497  -0.001
54 C -5.524 -0.869 -0.265  0.013
55 C -4.494 -0.847 0.775  -0.001
56 C -3.427 0.115 0.527  0.032
57 H -2.004 3.946 -6.374  0.000
58 H -2.461 4.863 -4.933  0.001
59 H -3.529 3.609 -5.547  0.001
60 H -0.332 2.321 -5.976  0.000
61 H 3.399 0.144 -5.974  0.000
62 H 3.820 -0.255 -8.384  0.000
63 H 1.913 -0.452 -9.947  0.000
64 H -0.397 -0.299 -9.094  0.000
65 H -0.813 0.064 -6.699  0.000
66 H -3.035 3.264 -2.832  0.000
67 H 0.019 3.000 -1.167  0.000
68 H 0.831 2.311 0.238  0.001
69 H 0.302 4.498 0.899  0.000
70 H -0.819 3.431 1.751  0.000
71 H -2.766 3.675 2.854  0.000
72 H -4.658 2.489 3.881  0.000
73 H -6.766 2.174 2.620  0.000
74 H -6.966 3.066 0.321  0.000
75 H -5.063 4.233 -0.722  0.000
76 H -3.849 0.630 -2.775  0.001
77 H -6.009 -0.473 -2.288  0.000
78 H -6.440 -1.407 -0.051  0.001
79 H -4.922 -0.707 1.768  0.001
80 H -2.779 0.405 1.343  0.001

For reference, total energy by record: -109621.9534, -145876.6851, -71151.5768 eV.
For reference, energy above the lowest of the compared OMol25 structures with the same formula, charge and spin by record: 22.66, 37.35, 44.42 kcal per mole.